No. 1
90
Properties=species:S:1:pos:R:3:mulliken_spin:R:1 method="wB97M-V/def2-TZVPD" multiplicity=4 e_homo_ev="-16.20 / -16.20" e_lumo_ev="-10.59 / -10.48" total_charge=+3 s_squared=3.7549 gap_ha="0.20621 / 0.21048"
Nd -0.56735 -0.00800 -0.57100 3.053
P 0.10629 2.79426 -0.56651 -0.011
P -2.42990 0.60573 1.62512 -0.007
P 1.52880 -0.66033 -2.43493 -0.010
H -3.08839 -1.71292 -1.04419 0.000
C -2.12512 -2.12672 -1.36049 -0.005
C -1.27586 -2.64855 -0.42545 0.002
H -1.63185 -2.76217 0.59940 0.000
C -0.99967 3.50870 -1.85203 0.001
C -0.19052 3.92216 0.84077 0.000
C 1.74936 3.31796 -1.18050 -0.001
C -3.43023 -0.82102 2.20140 -0.001
C -2.17697 1.46882 3.22477 0.001
C -3.71449 1.68111 0.86580 -0.001
C 1.59955 -2.41367 -2.95854 0.000
C 3.30039 -0.22098 -2.37394 -0.001
C 1.00903 0.16170 -3.99598 0.001
H -1.94448 -2.26035 -2.43365 0.001
H -0.38335 -3.18829 -0.74721 -0.001
H -0.83511 4.59289 -1.94856 0.000
H -2.04658 3.30979 -1.58081 0.000
H -0.81603 3.01143 -2.81654 0.000
H -0.02867 4.97067 0.54525 0.000
H 0.48703 3.66674 1.66790 0.000
H -1.22303 3.79798 1.19767 0.000
H 1.80087 4.41278 -1.28898 0.000
H 1.94667 2.84013 -2.15162 0.000
H 2.52218 2.98156 -0.47318 0.000
H -4.41395 -0.46815 2.54262 0.000
H -2.92156 -1.33114 3.03122 0.000
H -3.56661 -1.54513 1.38762 0.000
H -3.14134 1.80663 3.63446 0.000
H -1.51854 2.33795 3.08447 0.000
H -1.70195 0.78574 3.94323 0.000
H -4.60351 1.70406 1.51139 0.000
H -3.98897 1.29332 -0.12465 0.000
H -3.32727 2.70123 0.73944 0.000
H 2.01886 -2.47280 -3.97300 0.000
H 0.59084 -2.84820 -2.94934 0.000
H 2.22835 -2.98924 -2.26556 0.000
H 3.80644 -0.52348 -3.30200 0.000
H 3.77007 -0.73428 -1.52471 0.000
H 3.41454 0.86340 -2.23905 0.000
H 1.55742 -0.27407 -4.84279 0.000
H 1.21756 1.23793 -3.93371 0.000
H -0.07473 0.03381 -4.14386 0.000
C -4.10461 -0.49349 -3.96586 0.001
C -4.51873 -1.74278 -3.47523 0.000
C -5.42810 -2.53314 -4.19024 0.000
C -6.02161 -2.04352 -5.35782 0.000
C -5.71282 -0.74236 -5.78467 0.000
C -4.77311 0.03009 -5.09684 0.000
Se -2.65253 0.67041 -3.27859 -0.009
H -2.05192 -0.17332 -2.11859 0.005
H -4.12903 -2.12929 -2.53694 0.000
H -5.66608 -3.53404 -3.81783 0.000
H -6.72019 -2.66849 -5.91600 0.000
H -6.20291 -0.32567 -6.66404 0.000
H -4.53155 1.03736 -5.43346 0.000
C 4.67336 0.68093 0.91196 -0.001
C 4.03531 -0.46686 1.71465 -0.001
C 4.78549 -0.59902 3.05084 0.000
P 2.18168 -0.38358 1.72058 -0.004
C 1.66663 -2.16478 2.13630 -0.007
C 2.68415 -3.04969 2.86076 0.000
C 0.29528 -2.17378 2.83712 0.000
C 1.84514 0.64894 3.25472 -0.003
C 2.13607 0.03917 4.62838 0.000
C 2.48604 2.04333 3.12277 -0.001
H 4.61917 1.64565 1.43681 0.000
H 4.21836 0.78915 -0.08129 0.001
H 5.73905 0.43783 0.77416 0.000
H 4.21862 -1.39664 1.14696 0.000
H 4.84912 0.35159 3.59961 0.000
H 4.38600 -1.37475 3.71307 0.000
H 5.82156 -0.89370 2.82008 0.000
H 1.55617 -2.56099 1.10814 0.001
H 2.86080 -2.72583 3.89787 0.000
H 2.29275 -4.07669 2.92234 0.000
H 3.64030 -3.10557 2.32888 0.000
H -0.27969 -1.23525 2.71669 0.000
H -0.33216 -2.98466 2.43735 0.000
H 0.41334 -2.35125 3.91836 0.000
H 0.74966 0.78048 3.18115 0.002
H 3.20766 -0.01283 4.86392 0.000
H 1.68605 0.70040 5.38465 0.000
H 1.69089 -0.95224 4.76361 0.000
H 2.40309 2.44834 2.10059 0.000
H 1.94757 2.72866 3.79932 0.000
H 3.54750 2.06290 3.42601 0.000

No. 2
96
Properties=species:S:1:pos:R:3:mulliken_charge:R:1 method="wB97M-V/def2-TZVPD" e_homo_ev=-16.54 relative_energy_ev=1.2721 e_lumo_ev=-9.19 total_charge=+3 gap_ha=0.26998
Ir 0.32946 -0.10477 -0.61967 1.827
C 1.96664 0.99310 -1.52351 0.397
C 0.74611 1.33581 -2.17075 0.024
C 0.23869 0.11501 -2.76089 0.995
C 1.18986 -0.94381 -2.52734 0.372
C 2.23318 -0.41948 -1.73776 0.662
C 3.46416 -1.14037 -1.30812 -1.809
C 1.14950 -2.28538 -3.16947 -1.322
C -0.93944 0.00552 -3.65473 -1.547
C 0.15733 2.69469 -2.34704 -0.195
C 2.97752 1.89929 -0.91234 -1.493
H 3.94342 -0.64676 -0.46596 0.341
H 4.17668 -1.16171 -2.13700 0.400
H 3.24895 -2.16955 -1.02426 0.434
H 1.56318 -2.17584 -4.17708 0.363
H 0.13916 -2.67356 -3.28543 0.419
H 1.76197 -3.01504 -2.64589 0.404
H -1.66788 0.78898 -3.46495 0.271
H -1.41703 -0.96847 -3.56636 0.400
H -0.60065 0.10814 -4.69044 0.367
H 0.49409 3.13054 -3.29036 0.377
H 0.45838 3.36315 -1.54435 -0.003
H -0.93113 2.65254 -2.37555 -0.027
H 3.90060 1.80308 -1.49045 0.410
H 3.21262 1.62106 0.11559 0.198
H 2.68464 2.94407 -0.94820 0.546
O -1.78960 0.34358 2.37020 -0.772
S -2.85672 -0.50421 3.13739 0.477
C -1.90341 -1.24127 4.49664 -0.439
C -2.65007 -0.89117 5.77924 -0.873
C -3.09052 0.55940 5.61560 -0.611
C -3.75285 0.62698 4.24370 -0.516
H -0.92990 -0.74980 4.43778 -0.007
H -1.78645 -2.30575 4.30491 0.518
H -1.99953 -1.03716 6.64032 0.419
H -3.51633 -1.54203 5.91226 0.376
H -2.22873 1.22779 5.66482 0.232
H -3.79075 0.86742 6.39040 0.486
H -3.75797 1.60475 3.76322 -0.174
H -4.77669 0.24676 4.26729 0.627
C 0.83409 4.08977 1.17323 -1.133
Si -0.05327 2.68116 1.98644 0.528
C -1.12009 3.23752 3.39250 -0.768
C 1.20675 1.45282 2.56273 0.128
Ge -1.63188 1.11898 0.50476 -0.301
Si -3.57792 -0.30746 -0.39327 0.696
C -5.07071 0.10952 0.64674 -0.706
C -2.98932 -2.04434 -0.06941 -0.732
C -4.03481 -0.20544 -2.18696 -1.441
Si -3.15833 3.28525 0.35186 0.587
C -2.17780 4.84997 0.18402 -1.191
C -4.30132 3.38848 1.80577 -1.422
C -4.09565 3.07190 -1.23560 -1.192
H 1.70429 4.26529 1.81720 0.470
H 0.27174 5.01605 1.12615 0.546
H 1.21621 3.86098 0.18318 0.135
H -0.41181 3.60607 4.14580 0.565
H -1.68705 2.42360 3.84185 -0.364
H -1.78325 4.06698 3.15569 0.346
H 1.82758 1.97113 3.30315 0.750
H 1.85855 1.13294 1.74906 -0.505
H 0.76659 0.57637 3.03362 -0.323
H -4.88213 0.42980 1.66814 -0.156
H -5.66322 -0.81069 0.70271 0.488
H -5.69596 0.86337 0.16587 0.369
H -2.50028 -2.21082 0.88716 0.017
H -2.32286 -2.37190 -0.86778 0.052
H -3.87942 -2.68255 -0.10976 0.660
H -4.19341 0.78898 -2.59128 0.401
H -4.99974 -0.72708 -2.23379 0.481
H -3.35712 -0.75364 -2.83244 0.374
H -1.78466 5.22734 1.12452 0.361
H -2.91076 5.58534 -0.16898 0.570
H -1.38220 4.81138 -0.55887 0.303
H -3.80147 3.53804 2.76080 0.415
H -5.00769 2.56524 1.88070 0.428
H -4.88976 4.29412 1.61078 0.532
H -3.46503 2.88902 -2.10566 0.280
H -4.58365 4.04022 -1.39685 0.580
H -4.88113 2.32044 -1.19613 0.300
C 0.57837 -4.54324 3.08438 -0.744
O 1.20510 -3.64258 2.13601 -0.365
P 0.88263 -2.08061 2.12089 0.055
O 2.29498 -1.52276 1.55720 -0.310
C 3.42425 -1.50454 2.46965 -0.988
O 0.11582 -1.93476 0.58052 -0.021
C 0.09916 -3.14462 -0.24040 -1.231
H 1.33312 -5.26447 3.37822 0.283
H -0.25146 -5.05584 2.60306 0.319
H 0.23023 -3.99883 3.96241 0.335
H 3.44433 -0.56020 3.01118 0.292
H 4.32114 -1.61081 1.86677 0.315
H 3.37878 -2.33671 3.17079 0.394
H -0.41604 -2.89463 -1.15852 0.333
H -0.44899 -3.92506 0.27845 0.403
H 1.11386 -3.47679 -0.44211 0.251

No. 3
98
Properties=species:S:1:pos:R:3:mulliken_spin:R:1 method="wB97M-V/def2-TZVPD" multiplicity=4 e_homo_ev="-9.47 / -9.47" e_lumo_ev="-4.97 / -5.03" total_charge=+1 s_squared=3.7578 gap_ha="0.16533 / 0.16331"
V 6.18349 14.91702 6.53481 3.051
C 10.12303 13.51525 7.08162 0.012
C 8.72593 14.01404 6.77728 -0.036
O 8.47290 15.22911 6.79225 -0.002
O 7.70711 13.31361 6.72483 -0.035
H 10.67510 13.62923 6.14870 0.000
H 10.05194 12.47414 7.39647 0.000
H 10.72160 13.95993 7.87664 0.000
C 5.29094 13.03770 4.08487 -0.014
C 6.64271 13.44682 3.66365 0.015
O 6.76515 14.69555 4.35640 -0.006
O 5.08247 13.28174 5.45757 0.004
H 4.98405 12.03207 3.79742 -0.001
H 4.44698 13.44870 3.53089 -0.004
H 6.65165 13.52416 2.57644 0.000
H 7.43434 12.84044 4.10381 0.000
H 7.02415 15.41469 3.77557 0.001
H 4.25840 12.89245 5.75917 0.001
C 9.07478 18.92820 7.25976 -0.001
C 8.38984 19.00845 8.61129 -0.001
O 9.44790 19.08017 9.51743 0.000
O 9.87003 17.74541 7.00095 -0.002
H 9.66125 19.83874 7.13699 0.000
H 8.25945 18.90417 6.53674 0.001
H 7.84487 18.08196 8.79221 0.001
H 7.73365 19.87148 8.72399 0.000
H 10.11112 18.51706 9.11166 0.000
H 9.21826 17.05315 6.86833 0.008
C 11.65628 15.95966 2.53845 0.000
C 12.38120 17.23176 2.95416 0.000
O 13.24480 16.96960 4.10336 0.000
O 10.71445 15.65242 3.60861 0.000
H 12.39549 15.15961 2.49862 0.000
H 11.18685 15.94722 1.55480 0.000
H 11.65525 17.99970 3.22128 0.000
H 13.01835 17.59130 2.14616 0.000
H 13.40681 17.83774 4.47977 0.000
H 11.32917 15.59393 4.34366 0.000
C 17.50433 13.35800 5.49999 0.000
C 16.02283 13.24996 5.99765 0.000
C 14.99512 13.37005 4.78404 0.000
C 13.57939 13.04284 5.13356 0.000
C 13.45018 11.61245 5.72578 -0.001
C 14.48410 11.29770 6.90096 0.000
N 15.79339 11.92028 6.61067 0.000
O 16.82893 11.56716 7.53837 0.000
C 13.95235 11.92378 8.22427 0.000
C 14.63869 9.75675 6.91310 0.000
C 15.81973 14.46161 6.99824 0.000
H 18.14536 13.52475 6.36566 0.000
H 17.67731 14.18870 4.81580 0.000
H 17.72858 12.42300 4.98660 0.000
H 14.98104 14.36563 4.34052 0.000
H 15.13163 12.61910 4.00587 0.000
H 12.87802 13.17476 4.30968 0.000
H 13.17011 13.74518 5.85972 0.000
H 13.58864 10.84161 4.96766 0.000
H 12.44382 11.47186 6.12021 0.000
H 14.22705 12.94735 8.47908 0.000
H 12.86562 12.00135 8.25758 0.000
H 14.24743 11.30348 9.07060 0.000
H 13.68773 9.26200 7.11058 0.000
H 15.02872 9.39104 5.96324 0.000
H 15.42874 9.47706 7.61001 0.000
H 16.01057 15.43513 6.54665 0.000
H 16.56146 14.41199 7.79541 0.000
H 14.78002 14.54235 7.31539 0.000
H 16.45109 11.95696 8.33013 0.000
C 8.99403 9.94545 9.35234 0.000
C 9.03505 8.99876 8.15602 0.000
C 8.69628 7.59575 8.71255 0.000
C 7.28469 7.39515 9.08878 0.000
C 6.40022 7.75822 7.87670 0.000
C 6.59062 9.16271 7.30499 0.000
N 8.05161 9.39470 7.12138 0.000
O 8.32169 10.58835 6.39316 0.001
C 5.82428 9.15555 5.88816 0.000
C 5.86611 10.12207 8.18106 0.001
C 10.37861 8.81948 7.47600 0.000
H 8.01184 9.96875 9.82442 0.000
H 9.24839 10.98385 9.13988 0.000
H 9.63868 9.55855 10.14153 0.000
H 9.05818 6.82799 8.02868 0.000
H 9.18223 7.48542 9.68197 0.000
H 6.84372 8.09520 9.79841 0.000
H 7.06312 6.46560 9.61313 0.000
H 5.35854 7.71230 8.19434 0.000
H 6.45827 6.97623 7.11959 0.000
H 4.79607 8.80420 5.97435 0.000
H 5.80771 10.16196 5.46986 0.000
H 6.41890 8.62812 5.14227 0.000
H 6.31170 11.11524 8.12475 0.002
H 4.85260 10.28313 7.81369 0.001
H 5.62610 9.79196 9.19177 0.000
H 10.35853 8.12640 6.63497 0.000
H 11.07677 8.60080 8.28399 0.000
H 10.72373 9.76259 7.05228 0.000
H 8.03802 11.28809 6.98604 0.003

No. 4
89
Properties=species:S:1:pos:R:3:mulliken_charge:R:1 method="wB97M-V/def2-TZVPD" e_homo_ev=-9.01 e_lumo_ev=0.85 smiles=CCCCCCCCCCCCC[C@H](OC)[C@H](N)CC.CCOCC.CCOCC gap_ha=0.36207
C 2.20733 1.96719 -0.20513 -0.191
C 2.57304 2.28381 -1.66678 -0.632
C 2.43835 3.76790 -2.01303 -1.072
C 1.02413 4.35012 -1.95177 -0.341
C 0.05376 3.78432 -3.00120 -1.272
C -0.79393 2.60177 -2.51712 0.622
C -1.91529 3.01943 -1.54387 -1.264
C -1.78133 2.51262 -0.09691 0.090
C -2.59080 1.25573 0.33012 -0.260
C -3.13292 0.31766 -0.75630 -1.119
C -2.07893 -0.52190 -1.49656 -0.264
C -1.69089 -1.82595 -0.78877 -0.913
C -0.61857 -1.66604 0.29886 1.190
C 0.36746 -2.82397 0.36959 0.666
O -0.21187 -4.07835 0.72341 -0.459
C -1.35143 -4.07397 1.55103 -0.676
C 1.61463 -2.55682 1.22504 0.655
N 2.55617 -3.63981 0.92642 -0.824
C 1.36600 -2.33781 2.72665 -0.876
C 1.00623 -0.89077 3.10321 -0.659
H 2.23430 2.87041 0.41160 0.334
H 2.91098 1.25014 0.23046 0.415
H 1.21195 1.52350 -0.10858 -0.445
H 3.61014 1.98455 -1.86361 0.449
H 1.95947 1.67969 -2.34550 0.261
H 3.07558 4.33695 -1.31982 0.357
H 2.84726 3.94413 -3.01809 0.399
H 1.11727 5.43396 -2.09763 0.340
H 0.60973 4.22003 -0.94191 0.195
H -0.62770 4.57862 -3.32686 0.456
H 0.63102 3.48955 -3.88593 0.437
H -0.13722 1.88289 -2.00626 -0.632
H -1.21581 2.08890 -3.38623 0.488
H -1.93231 4.11868 -1.51513 0.617
H -2.88826 2.72514 -1.94688 0.402
H -2.09482 3.32506 0.56938 0.584
H -0.71271 2.35496 0.12126 -0.361
H -3.43208 1.58621 0.95171 0.411
H -1.95689 0.65276 0.99790 -0.257
H -3.82887 -0.37904 -0.26441 0.493
H -3.74154 0.87314 -1.47849 0.432
H -2.46235 -0.76136 -2.49565 0.226
H -1.17149 0.06740 -1.65652 -0.025
H -1.32323 -2.54706 -1.52853 0.385
H -2.60301 -2.25045 -0.35022 0.232
H -0.01351 -0.77603 0.06164 -0.615
H -1.07739 -1.46637 1.27537 0.015
H 0.75325 -2.98138 -0.64696 -0.576
H -2.26191 -3.85832 0.98057 0.237
H -1.43520 -5.07814 1.97463 0.311
H -1.27468 -3.35659 2.37454 0.225
H 2.05102 -1.62573 0.83234 0.022
H 3.40801 -3.50959 1.45480 0.279
H 2.15847 -4.51643 1.24305 0.259
H 2.29384 -2.60750 3.24917 0.355
H 0.60739 -3.03452 3.09938 0.142
H -0.02666 -0.62638 2.86670 0.157
H 1.67523 -0.19872 2.57952 0.157
H 1.12831 -0.72358 4.17814 0.441
C -1.46925 -3.60445 -5.64244 -1.120
C -0.37575 -2.58521 -5.36943 -0.369
O 0.18474 -2.67657 -4.07367 -0.220
C 0.81924 -3.90463 -3.75708 0.004
C 2.00179 -4.23617 -4.65047 -1.349
H -2.22848 -3.56480 -4.85999 0.260
H -1.94544 -3.38790 -6.59944 0.411
H -1.08104 -4.62260 -5.69033 0.290
H -0.78722 -1.57663 -5.42022 0.313
H 0.40589 -2.65245 -6.13537 0.357
H 0.09388 -4.72650 -3.76433 0.355
H 1.15453 -3.78486 -2.72668 0.033
H 1.69791 -4.45686 -5.67490 0.313
H 2.51843 -5.11471 -4.26302 0.408
H 2.70538 -3.40301 -4.67281 0.313
C -1.50321 2.77410 6.83564 -1.060
C -0.43132 1.72596 6.58902 -0.418
O -0.24947 1.39865 5.22373 -0.295
C 0.16729 2.45723 4.38104 0.147
C 1.52200 3.03998 4.74521 -1.284
H -2.43732 2.48207 6.35424 0.291
H -1.68151 2.87445 7.90679 0.393
H -1.21517 3.75552 6.45667 0.264
H -0.71500 0.78540 7.06134 0.317
H 0.51707 2.03967 7.04102 0.328
H -0.59192 3.24738 4.34712 0.313
H 0.21102 2.01289 3.38588 -0.066
H 1.50054 3.57480 5.69577 0.354
H 1.83686 3.74695 3.97680 0.401
H 2.26878 2.24769 4.81407 0.311

Number 1: strongest force on any atom 2.50 eV/A, energy -145655.4201 eV. Number 2: strongest force on any atom 0.53 eV/A, energy -139199.6687 eV. Number 3: strongest force on any atom 4.30 eV/A, energy -77049.4685 eV. Number 4: strongest force on any atom 0.37 eV/A, energy -35550.4587 eV.